Entry from the OMol25 dataset: a molecular structure, C34H27BrIN4O2PdS at a distorted geometry (ωB97M-V with the def2-TZVPD basis set).

The geometry in XYZ format:
```
71
Properties=species:S:1:pos:R:3:forces:R:3
Pd -1.7281 -2.2197 -1.5286 1.7 0.4 0.4
Br 6.0232 3.2540 1.8140 0.0 -0.1 0.1
C 5.2004 1.7164 2.5529 0.0 0.0 0.1
C 5.9350 0.8463 3.3535 0.0 0.5 -0.3
C 5.3248 -0.2714 3.8766 -0.7 -0.4 -0.2
C 3.9831 -0.5499 3.5679 0.7 1.3 -1.9
C 3.2510 0.3602 2.7795 0.2 -0.3 0.3
C 3.8553 1.4851 2.2798 0.3 0.2 0.0
N 3.3911 -1.6560 4.0917 -0.3 -0.4 1.9
N 2.3569 -2.1946 3.6888 0.0 -1.6 2.5
C 1.8615 -2.3897 2.4732 -0.1 0.5 -3.4
C 2.6827 -2.5327 1.3250 -0.5 0.2 1.9
C 2.1552 -2.6950 0.0821 -1.6 -0.1 -1.3
C 0.7482 -2.6794 -0.1483 1.6 0.5 3.8
O 0.2728 -2.7457 -1.3093 -3.0 0.1 -3.0
C -0.1125 -2.6227 1.0329 1.2 -0.2 -0.8
N -1.4449 -2.6779 0.8296 -0.9 0.2 -0.5
C -2.2542 -2.6697 1.8710 0.0 0.0 -0.5
C -1.7969 -2.5697 3.1867 0.5 0.0 0.3
C -0.4424 -2.5001 3.4149 -0.5 -0.1 0.0
C 0.4415 -2.5407 2.3259 0.8 0.3 0.0
H 6.9773 1.0442 3.5496 0.1 0.0 0.0
H 5.8733 -0.9782 4.4754 0.1 -0.1 0.2
H 2.2076 0.1786 2.5698 -0.1 0.0 0.0
H 3.2974 2.1704 1.6614 0.0 0.1 0.0
H 3.7523 -2.5323 1.4639 0.2 0.1 0.0
H 2.7931 -2.8303 -0.7775 0.1 0.0 -0.1
H -3.3158 -2.7585 1.6688 0.0 0.1 -0.1
H -2.5019 -2.5442 4.0032 -0.1 -0.1 0.0
H -0.0385 -2.4359 4.4136 0.0 0.0 0.1
O -1.1940 -0.0057 -1.8866 0.5 -1.5 0.5
S -2.0489 0.9543 -2.6450 -0.1 1.2 -0.8
C -2.0562 2.5018 -1.5972 -0.2 -0.3 -0.2
C -1.3528 2.2771 -0.2982 0.1 0.0 0.2
C -1.7873 1.2901 0.5840 0.0 0.1 0.1
C -1.1823 1.1401 1.8197 -0.2 -0.1 0.0
C -0.1429 1.9752 2.1948 0.1 0.1 0.0
C 0.3146 2.9368 1.3100 0.1 0.0 0.1
C -0.2759 3.0773 0.0655 -0.1 0.0 -0.1
C -0.9544 1.5117 -4.0350 -0.3 -0.1 0.4
C 0.3285 2.0980 -3.5606 0.1 0.0 0.1
C 1.3148 1.2603 -3.0474 0.0 0.0 -0.1
C 2.5220 1.7851 -2.6250 0.1 -0.1 0.1
C 2.7623 3.1469 -2.7112 0.0 0.0 0.0
C 1.7840 3.9856 -3.2203 0.0 0.1 0.1
C 0.5678 3.4673 -3.6303 0.0 -0.1 -0.1
H -3.1118 2.7255 -1.4298 0.0 0.0 -0.1
H -1.6030 3.3057 -2.1733 0.0 0.0 0.0
H -2.6054 0.6316 0.3163 0.0 0.0 0.0
H -1.5417 0.3812 2.5005 0.0 -0.1 0.1
H 0.2945 1.8903 3.1798 0.1 0.0 0.0
H 1.1224 3.5939 1.5957 0.1 0.1 0.0
H 0.0882 3.8276 -0.6226 0.0 0.1 -0.1
H -1.5441 2.1995 -4.6377 -0.1 0.0 0.0
H -0.7822 0.5897 -4.5933 -0.2 0.0 0.0
H 1.1349 0.1957 -2.9973 0.0 -0.1 0.0
H 3.2880 1.1237 -2.2483 0.1 0.0 0.1
H 3.7103 3.5532 -2.3927 0.1 0.0 0.0
H 1.9711 5.0447 -3.3097 0.0 0.1 0.0
H -0.1797 4.1312 -4.0449 -0.1 0.0 -0.1
I -2.5603 -4.3614 -3.1536 -0.5 0.3 0.3
C -4.1728 -3.2165 -2.3530 0.3 -0.3 -0.2
C -5.4417 -3.7331 -2.2000 0.0 0.1 -0.2
C -6.4191 -2.8948 -1.6788 0.3 0.1 0.0
C -6.0739 -1.5941 -1.3377 0.1 -0.1 -0.2
C -4.7630 -1.1817 -1.5004 -0.1 0.4 0.1
N -3.8143 -1.9829 -1.9887 0.6 -1.0 0.5
H -5.6562 -4.7476 -2.4922 0.0 -0.1 0.0
H -7.4253 -3.2571 -1.5391 -0.1 0.0 0.0
H -6.8120 -0.9099 -0.9536 0.0 0.1 0.1
H -4.4539 -0.1742 -1.2522 0.0 -0.1 0.1
```
Positions in Å, forces in eV/Å.

frontier orbital gap (alpha / beta) = 3.96 / 3.95 eV
LUMO energy (alpha / beta) = -4.8 / -4.8 eV
net charge = +1
multiplicity = 1

=====

Entry from the OMol25 dataset: a molecular structure, C34H28AsMnN5O8PS (ωB97M-V with the def2-TZVPD basis set).

The geometry in XYZ format:
```
79
Properties=species:S:1:pos:R:3:forces:R:3
Mn -0.0626 -0.4779 0.1906 -0.4 0.6 -0.2
N -0.7169 -3.5096 -2.6360 -0.3 0.0 -0.2
C -0.1419 -2.6856 -1.7587 0.1 0.1 0.0
N -0.6726 -1.5525 -1.4204 -0.2 0.1 0.3
C -1.9390 -1.1615 -1.8992 0.2 -0.6 -0.4
N -2.4879 -0.1071 -1.4179 0.1 0.4 0.4
N -1.7145 0.4203 -0.4314 -0.1 0.0 0.0
C -2.1133 1.4855 0.2671 0.0 -0.1 0.0
C -1.3025 1.8490 1.3548 -0.1 0.1 -0.1
C -1.5950 2.9035 2.2496 0.1 0.0 0.0
C -0.7427 3.1566 3.2870 0.0 0.0 0.0
C 0.4117 2.3683 3.4628 0.0 0.0 0.0
C 0.6507 1.3604 2.5593 0.0 0.0 -0.1
N -0.1562 1.1161 1.5247 -0.1 -0.3 0.0
C -2.5591 -1.9955 -2.9305 0.1 0.2 0.2
C -3.7460 -1.6564 -3.5732 -0.1 0.0 0.0
C -4.2998 -2.4997 -4.5183 0.1 0.0 0.0
C -3.6682 -3.7021 -4.8328 -0.1 0.1 0.0
C -2.4835 -4.0485 -4.2124 0.0 0.0 0.0
C -1.9300 -3.1930 -3.2684 0.3 -0.2 0.1
H -0.2795 -4.4005 -2.8024 0.0 0.0 0.0
H 0.8066 -2.9901 -1.3199 -0.1 -0.1 0.0
H -3.0413 1.9843 0.0185 0.0 0.0 0.0
H -2.4910 3.4918 2.0989 0.0 0.0 0.0
H -0.9603 3.9626 3.9772 0.0 0.0 0.0
H 1.1004 2.5405 4.2767 0.0 0.0 0.0
H 1.5194 0.7158 2.6315 0.0 0.0 0.0
H -4.2206 -0.7211 -3.3063 0.0 0.0 0.0
H -5.2241 -2.2270 -5.0101 0.0 0.0 0.0
H -4.1030 -4.3711 -5.5642 0.0 0.0 0.0
H -1.9847 -4.9805 -4.4518 0.0 0.0 0.0
O 3.9301 -0.8860 -0.7155 0.2 -0.1 0.1
C 2.9867 -0.2163 -1.1389 -0.6 0.0 -0.1
O 1.9121 -0.6118 -1.6949 0.4 -0.2 -0.1
C 2.9937 1.3234 -1.0006 0.1 0.0 -0.1
P 1.2165 1.7765 -1.1378 0.0 0.1 -0.2
C 0.9707 2.0685 -2.9408 0.0 0.0 0.0
C 0.3470 1.0805 -3.6996 0.0 -0.1 0.0
C 0.0932 1.2717 -5.0520 0.0 0.0 0.0
C 0.4683 2.4560 -5.6713 0.0 0.0 0.0
C 1.1063 3.4434 -4.9312 0.0 -0.1 0.0
C 1.3523 3.2491 -3.5782 0.1 0.0 0.0
C 1.0778 3.5095 -0.5231 0.0 0.0 0.1
C 1.9630 4.0608 0.4001 0.0 0.1 0.1
C 1.7211 5.3046 0.9787 0.0 -0.1 0.0
C 0.5862 6.0232 0.6418 0.0 0.0 0.0
C -0.3089 5.4885 -0.2807 0.0 0.0 0.0
C -0.0685 4.2471 -0.8461 0.0 0.0 0.0
H 3.5590 1.7402 -1.8378 0.1 0.1 0.1
H 3.4591 1.6392 -0.0686 0.0 0.0 0.0
H 0.0867 0.1454 -3.2220 0.0 0.0 0.0
H -0.3971 0.4908 -5.6211 0.0 0.0 0.0
H 0.2684 2.6089 -6.7252 0.0 0.0 0.0
H 1.4098 4.3687 -5.4061 0.0 0.0 0.0
H 1.8445 4.0313 -3.0111 0.0 0.0 0.0
H 2.8585 3.5207 0.6795 0.0 0.0 0.0
H 2.4253 5.7071 1.6969 0.0 0.0 0.0
H 0.3965 6.9901 1.0918 0.0 0.0 0.0
H -1.2026 6.0381 -0.5518 0.0 0.0 0.0
H -0.7789 3.8409 -1.5594 0.0 0.0 0.0
O 3.4588 -2.6615 1.8136 0.2 -0.1 -0.1
As 1.8298 -2.9622 1.2447 -0.1 0.4 -0.3
O 1.8133 -4.0394 0.0181 0.1 0.1 0.2
O 1.3775 -1.3390 0.9204 -0.1 -0.4 0.3
C 1.0064 -3.3717 2.9410 -0.2 -0.1 0.2
C 1.8606 -3.7708 3.9632 -0.1 0.1 0.0
C 1.3667 -4.0049 5.2397 0.0 0.0 0.0
C 0.0191 -3.8302 5.5054 0.0 0.0 0.0
C -0.8461 -3.4379 4.4924 0.1 -0.1 -0.1
C -0.3612 -3.2163 3.2114 0.1 0.0 0.1
S -1.5336 -2.7768 1.9288 0.5 0.1 -0.4
O -0.9559 -3.4200 0.7532 -0.3 -0.1 0.1
O -2.8211 -3.2497 2.3612 -0.1 0.0 0.1
O -1.4581 -1.3040 1.8067 0.0 -0.2 0.0
H 3.9246 -2.2595 1.0578 0.0 0.1 -0.1
H 2.9163 -3.8772 3.7587 0.0 0.0 0.0
H 2.0412 -4.3196 6.0268 0.0 0.0 0.0
H -0.3629 -4.0070 6.5038 0.0 0.0 0.0
H -1.9071 -3.3263 4.6713 0.0 0.0 0.0
```
Positions in Å, forces in eV/Å.

expectation value of S² = 8.824
frontier orbital gap (alpha / beta) = 5.56 / 7.27 eV
LUMO energy (alpha / beta) = 2.2 / 1.9 eV
net charge = -1
multiplicity = 6

=====

Entry from the OMol25 dataset: a molecular structure, C34H28BrN10O4S3Y (ωB97M-V with the def2-TZVPD basis set).

The geometry in XYZ format:
```
81
Properties=species:S:1:pos:R:3:forces:R:3
Y -0.4663 0.1083 0.0383 0.1 0.4 0.3
N 4.1063 0.3968 2.1005 0.0 -0.1 0.0
C 2.7614 0.4822 1.9237 0.0 0.0 0.1
S 1.7884 -0.7836 2.5249 -0.1 0.4 -0.1
N 2.3875 1.6136 1.3468 0.0 0.0 -0.2
N 1.1199 1.7055 0.8559 0.5 0.6 0.4
C 0.6860 2.9168 0.8362 -0.2 0.1 0.0
C -0.4711 3.3280 0.0406 0.1 0.0 0.0
C -0.9611 4.6249 0.1312 0.0 0.0 -0.1
C -2.0050 5.0017 -0.6940 0.0 0.0 0.0
C -2.5156 4.0843 -1.6025 0.0 0.0 0.0
C -1.9720 2.8111 -1.6236 0.0 0.0 0.0
N -0.9830 2.4377 -0.8177 0.0 0.0 0.0
H 4.4615 -0.3102 2.7168 0.0 0.0 0.0
H 4.6705 1.1970 1.8721 0.0 0.0 0.0
H 1.2566 3.6873 1.3478 0.0 0.0 -0.1
H -0.5257 5.3153 0.8407 0.0 0.0 0.0
H -2.4150 6.0015 -0.6339 0.0 0.0 0.0
H -3.3249 4.3398 -2.2716 0.0 0.0 0.0
H -2.3444 2.0519 -2.3029 0.0 0.0 0.0
C 3.6422 -3.7212 -1.8237 0.0 0.0 0.0
C 2.7577 -4.5872 -1.1879 0.0 0.0 0.0
C 1.7202 -4.0901 -0.4210 -0.1 -0.1 -0.1
C 1.5742 -2.7143 -0.2988 -0.1 0.2 0.0
C 2.4656 -1.8449 -0.9082 0.0 0.0 0.0
C 3.4989 -2.3498 -1.6798 0.0 0.0 0.0
N 0.4965 -2.1114 0.4268 -0.2 -0.6 -0.2
N -0.2665 -2.9220 0.9825 0.0 -0.2 0.2
C -1.2689 -2.3651 1.8145 0.1 -0.1 0.1
C -2.1335 -3.2745 2.4075 0.1 -0.1 0.0
C -2.9918 -2.8175 3.3861 0.0 0.0 0.0
C -2.9251 -1.4819 3.7602 0.0 -0.1 0.0
C -2.0627 -0.6397 3.0833 0.1 0.0 0.0
N -1.2706 -1.0592 2.0935 -0.2 -0.4 -0.2
H 4.4437 -4.1193 -2.4321 0.0 0.0 0.0
H 2.8740 -5.6571 -1.2990 0.0 0.0 0.0
H 1.0133 -4.7477 0.0630 0.0 0.0 0.0
H 2.3607 -0.7749 -0.7792 0.0 0.0 0.0
H 4.1842 -1.6709 -2.1691 0.0 0.0 0.0
H -2.0875 -4.3104 2.1038 0.0 0.0 0.0
H -3.6814 -3.4944 3.8723 0.0 0.0 0.0
H -3.5415 -1.0903 4.5567 0.0 0.0 0.0
H -2.0048 0.4124 3.3182 0.0 0.0 0.0
O -1.3844 -3.7517 -2.0854 0.0 0.0 0.0
C -0.8541 -3.5785 -3.3162 0.0 0.0 0.0
C -0.8875 -4.6761 -4.1764 0.0 0.0 0.0
C -0.3902 -4.5721 -5.4587 0.0 0.0 0.0
C 0.1504 -3.3699 -5.9101 0.0 0.0 0.0
C 0.2017 -2.2897 -5.0535 0.1 0.0 0.0
C -0.2846 -2.3705 -3.7465 -0.2 0.0 0.1
C -0.1591 -1.2063 -2.8277 0.1 -0.2 -0.1
O -0.7651 -1.2634 -1.6759 0.1 0.2 -0.2
N 0.5986 -0.2369 -3.2279 0.1 0.2 0.1
N 0.9200 0.7304 -2.2556 -0.4 -0.4 -0.2
C 1.2416 1.8242 -2.8380 0.3 -0.1 0.1
S 0.9931 2.0610 -4.5648 0.1 0.0 0.1
C 1.3850 3.8310 -4.5009 -0.1 0.0 0.0
C 2.5022 4.0445 -3.5020 0.0 -0.1 0.0
S 2.0853 3.1160 -2.0029 -0.1 0.1 0.1
H -1.3547 -2.8788 -1.6446 0.0 0.0 0.0
H -1.3197 -5.5974 -3.8091 0.0 0.0 0.0
H -0.4283 -5.4314 -6.1165 0.0 0.0 0.0
H 0.5308 -3.2836 -6.9188 0.0 0.0 0.0
H 0.6337 -1.3512 -5.3729 0.0 0.0 0.0
H 0.4928 4.3827 -4.2017 0.0 0.0 0.0
H 1.6774 4.1438 -5.5029 0.0 0.0 0.0
H 2.5936 5.0931 -3.2207 0.0 0.0 0.0
H 3.4566 3.6891 -3.8890 0.0 0.0 0.0
Br -8.0162 1.0487 -1.2959 0.0 0.0 0.0
C -6.6562 1.6156 -0.1143 0.0 0.0 0.0
C -6.9373 2.5818 0.8413 0.0 0.0 0.0
N -6.0277 3.0267 1.7036 0.0 0.0 0.0
C -4.8015 2.5161 1.6260 0.0 0.0 0.0
C -4.4354 1.5474 0.7009 0.0 0.0 0.0
C -5.3872 1.0792 -0.1928 0.0 0.0 0.0
C -3.0311 1.0394 0.6481 0.0 -0.1 0.0
O -2.7591 0.0978 -0.1602 -0.2 0.1 -0.1
O -2.1531 1.5644 1.3656 0.0 -0.1 0.1
H -7.9303 3.0097 0.9092 0.0 0.0 0.0
H -4.0645 2.8914 2.3253 0.0 0.0 0.0
H -5.1238 0.3192 -0.9160 0.0 0.0 0.0
```
Positions in Å, forces in eV/Å.

frontier orbital gap = 6.44 eV
LUMO energy = -1.0 eV
multiplicity = 1

=====

no.,calculated total energy (a.u.)
1,-5078.787295
2,-6314.660669
3,-5968.072332